2 unconnected molecules or ions with the total composition C4H10N3O at a distorted geometry, computed with ωB97M-V with the def2-TZVPD basis set.

Properties
Energy relative to the best compared isomer or geometry (same formula, charge and spin): 239.7 kJ/mol
Expectation value of S²: 2.008
E_tot: -397.4498 a.u.
2S+1: 3
Gap between HOMO and LUMO (spin up / spin down): 8.72 / 5.59 eV
Net charge: +1

XYZ file:
```
18
Properties=species:S:1:pos:R:3:nbo_charge:R:1
C 1.614 -2.090 -1.523 0.862
C -1.827 -0.528 1.685 -0.191
C -0.526 0.663 -0.194 0.089
C 0.831 1.046 0.451 -0.633
N 2.570 -1.888 -2.151 -0.710
N -1.483 1.771 -0.078 -0.671
N -1.050 -0.561 0.681 -0.254
O 0.621 -2.309 -0.943 -0.610
H -2.079 0.423 2.151 0.209
H -1.902 -1.423 2.309 0.209
H 1.529 0.344 -0.097 0.240
H 0.846 0.910 1.522 0.247
H 1.150 2.106 0.301 0.256
H 3.489 -1.778 -2.495 0.468
H -2.109 1.909 -0.922 0.415
H -0.824 2.491 -0.067 0.381
H -0.261 0.375 -1.145 0.257
H -0.589 -1.459 0.516 0.436
```



A molecular structure, C31H47Cl3N7O2S4Yb at a distorted geometry, computed with ωB97M-V with the def2-TZVPD basis set.

Properties
Expectation value of S²: 0.751
E_tot: -5875.2901 a.u.
2S+1: 2
Gap between HOMO and LUMO (spin up / spin down): 6.54 / 4.77 eV
Net charge: 0

XYZ file:
```
95
Properties=species:S:1:pos:R:3:lowdin_spin:R:1
Yb -0.218 -0.293 0.034 0.953
C -3.020 -0.586 -2.289 0.000
N -1.754 -1.273 -2.625 0.000
C -1.246 -0.785 -3.919 0.000
C 0.262 -0.438 -3.947 0.000
N 0.584 0.928 -3.458 0.000
C -0.247 1.921 -4.171 0.000
C 1.957 1.224 -3.542 0.001
C 2.529 1.538 -4.779 0.000
C 3.867 1.871 -4.920 0.002
C 4.692 1.918 -3.819 0.000
C 4.166 1.665 -2.558 0.002
C 2.782 1.347 -2.373 0.001
S 2.363 1.202 -0.706 0.013
C -1.746 -2.657 -2.403 0.001
C -2.896 -3.420 -2.544 0.000
C -2.894 -4.776 -2.242 0.002
C -1.726 -5.431 -1.814 0.000
C -0.558 -4.689 -1.690 0.002
C -0.524 -3.311 -2.003 0.002
S 0.992 -2.591 -1.682 0.016
H -3.824 -0.755 -2.999 0.000
H -2.839 0.480 -2.169 0.000
H -3.351 -0.957 -1.309 0.000
H -1.857 0.065 -4.262 0.000
H -1.385 -1.589 -4.686 0.000
H 0.603 -0.566 -4.977 0.000
H 0.809 -1.136 -3.300 0.000
H -0.285 1.753 -5.252 0.000
H -1.270 1.882 -3.779 0.000
H 0.164 2.929 -4.000 0.000
H 1.907 1.562 -5.684 0.000
H 4.226 2.186 -5.903 0.000
H 5.716 2.232 -3.890 0.000
H 4.781 1.720 -1.654 0.000
H -3.791 -2.933 -2.918 0.000
H -3.831 -5.327 -2.253 0.000
H -1.704 -6.460 -1.561 0.000
H 0.376 -5.166 -1.367 0.000
C -0.840 4.134 -1.118 0.000
C -2.020 3.187 -0.747 0.000
N -1.724 2.160 0.290 0.000
C -2.830 1.927 1.227 0.000
C -2.352 1.788 2.682 0.000
N -1.558 0.566 2.800 0.000
C -0.853 0.348 4.059 0.000
C 0.220 1.362 4.480 0.000
C 1.643 1.060 4.027 0.000
N 1.935 1.642 2.723 0.000
C 2.376 3.021 2.562 0.000
C 1.277 3.999 2.057 0.000
N 0.626 3.589 0.827 0.000
C -0.092 4.637 0.103 0.000
H -1.242 5.007 -1.665 0.000
H -0.128 3.600 -1.762 0.000
H -2.395 2.676 -1.649 0.000
H -2.866 3.825 -0.408 0.000
H -0.925 2.508 0.838 0.000
H -3.312 0.981 0.913 0.000
H -3.562 2.756 1.188 0.000
H -3.264 1.756 3.327 0.000
H -1.774 2.676 3.001 0.000
H -2.180 -0.227 2.651 0.000
H -0.361 -0.649 3.947 0.000
H -1.576 0.200 4.865 0.000
H 0.230 1.340 5.597 0.000
H -0.063 2.370 4.191 0.000
H 1.810 -0.035 3.984 0.000
H 2.344 1.460 4.767 0.000
H 2.499 1.002 2.163 0.000
H 2.758 3.450 3.506 0.000
H 3.218 3.069 1.861 0.000
H 1.829 4.959 1.913 0.000
H 0.532 4.193 2.842 0.000
H 1.299 3.125 0.226 0.000
H 0.617 5.436 -0.207 0.000
H -0.799 5.088 0.840 0.000
Cl -1.479 -4.908 1.696 0.000
C -2.362 -3.391 1.752 0.000
Cl -3.931 -3.642 0.986 0.000
Cl -2.659 -2.916 3.461 0.000
C -1.533 -2.243 1.097 0.000
O -0.269 -2.207 1.253 0.002
O -2.211 -1.342 0.475 0.002
S 2.793 -1.622 1.481 0.000
C 2.416 -2.909 2.512 0.000
N 2.850 -4.166 2.347 0.000
C 2.384 -5.178 3.318 0.000
C 1.453 -4.484 4.345 0.000
S 1.400 -2.740 3.955 0.000
H 3.447 -4.417 1.564 0.000
H 3.281 -5.591 3.804 0.000
H 1.885 -6.009 2.775 0.000
H 1.808 -4.626 5.378 0.000
H 0.418 -4.877 4.313 0.000
```



A molecular structure, C6H12F10HfN6O22S6 at a distorted geometry, computed with ωB97M-V with the def2-TZVPD basis set.

Properties
E_tot: -5655.1181 a.u.
2S+1: 1
Gap between HOMO and LUMO: 8.66 eV
Net charge: 0

XYZ file:
```
63
Properties=species:S:1:pos:R:3:nbo_charge:R:1
Hf 31.215 7.840 -10.606 2.442
C 35.270 6.888 -12.609 0.739
F 35.757 8.099 -12.274 -0.326
F 34.425 7.018 -13.623 -0.313
F 36.320 6.139 -12.884 -0.292
S 34.359 6.187 -11.099 2.363
O 35.322 6.211 -10.066 -0.876
O 33.167 7.103 -10.959 -1.067
O 33.885 4.895 -11.516 -0.960
C 26.965 7.337 -8.335 0.756
F 27.198 8.635 -8.194 -0.300
F 26.420 6.828 -7.243 -0.295
F 26.146 7.141 -9.362 -0.303
S 28.620 6.466 -8.579 2.337
O 28.489 5.291 -9.382 -0.926
O 29.506 7.458 -9.292 -1.063
O 29.074 6.316 -7.231 -0.941
N 32.161 9.167 -9.098 -1.190
S 33.558 9.963 -8.886 2.411
O 34.470 9.410 -7.947 -0.826
O 33.591 11.350 -9.179 -0.857
F 34.221 9.337 -10.223 -0.517
S 31.701 9.795 -7.519 2.371
O 31.362 11.183 -7.506 -0.833
O 31.970 9.038 -6.362 -0.809
F 30.186 9.342 -7.861 -0.513
N 30.033 7.428 -12.409 -1.286
S 30.430 6.791 -13.943 2.480
O 30.241 7.722 -14.987 -0.868
O 30.165 5.421 -14.159 -0.854
F 31.980 6.852 -13.632 -0.478
S 28.379 7.356 -12.661 2.469
O 27.852 6.108 -12.265 -0.857
O 27.811 7.952 -13.815 -0.854
F 28.018 8.412 -11.547 -0.477
C 30.999 3.229 -11.395 -0.475
N 31.096 4.272 -10.328 0.616
O 31.034 5.439 -10.706 -0.462
O 31.160 3.890 -9.200 -0.287
H 30.224 2.538 -11.084 0.246
H 32.008 2.826 -11.461 0.257
H 30.776 3.706 -12.343 0.250
C 31.954 5.533 -6.262 -0.478
N 32.735 5.809 -7.506 0.568
O 33.869 5.425 -7.564 -0.306
O 32.197 6.491 -8.372 -0.440
H 32.671 5.473 -5.451 0.232
H 31.351 4.661 -6.487 0.253
H 31.380 6.431 -6.052 0.256
C 29.813 12.186 -10.508 -0.498
N 29.289 10.839 -10.200 0.587
O 29.980 9.894 -10.607 -0.489
O 28.294 10.730 -9.558 -0.238
H 29.020 12.920 -10.511 0.245
H 30.410 12.169 -11.416 0.251
H 30.623 12.374 -9.795 0.277
C 33.294 9.982 -14.068 -0.487
N 32.536 10.301 -12.837 0.603
O 32.218 9.340 -12.134 -0.463
O 32.360 11.437 -12.513 -0.275
H 34.278 9.577 -13.860 0.270
H 33.407 10.934 -14.581 0.239
H 32.672 9.361 -14.709 0.262
```



A molecular structure, C16H13CuN5O3S at a distorted geometry, computed with ωB97M-V with the def2-TZVPD basis set.

Properties
E_tot: -3155.7444 a.u.
2S+1: 1
Gap between HOMO and LUMO: 7.83 eV
Net charge: -1

XYZ file:
```
39
Properties=species:S:1:pos:R:3:nbo_charge:R:1
Cu 1.338 -0.610 -1.828 0.775
C -0.845 -0.598 4.859 -0.627
C -0.799 -1.108 3.428 -0.033
C 0.249 -0.744 2.581 -0.173
C 0.314 -1.284 1.253 -0.178
C -0.733 -1.965 0.748 -0.326
C -1.794 -2.377 1.572 -0.203
C -1.686 -2.059 2.886 -0.217
S -0.695 -2.386 -1.006 2.323
O -2.008 -2.869 -1.341 -0.974
O 0.537 -3.080 -1.299 -0.956
N -0.419 -0.922 -1.696 -1.053
C -1.364 0.008 -2.073 0.383
C -2.723 -0.394 -2.275 -0.320
C -3.664 0.628 -2.433 -0.158
C -3.219 1.931 -2.565 -0.344
C -1.850 2.166 -2.463 0.061
N -0.903 1.269 -2.241 -0.470
H -1.644 0.200 5.106 0.217
H 0.144 -0.139 5.156 0.220
H -1.000 -1.472 5.481 0.208
H 1.154 -0.196 2.917 0.247
H 1.191 -1.022 0.645 0.238
H -2.639 -2.829 1.095 0.236
H -2.301 -2.563 3.604 0.192
H -2.951 -1.417 -2.122 0.253
H -4.731 0.342 -2.541 0.200
H -3.893 2.719 -2.701 0.202
H -1.522 3.210 -2.634 0.175
N 4.586 1.505 -2.506 -0.797
C 3.689 1.087 -1.630 0.683
O 3.062 -0.072 -1.782 -0.824
C 3.556 1.818 -0.401 -0.562
C 2.566 1.629 0.574 0.344
N 1.828 1.294 1.427 -0.433
C 4.255 3.026 -0.239 0.293
N 4.899 3.979 -0.039 -0.427
H 4.849 0.975 -3.309 0.408
H 5.164 2.322 -2.210 0.415
```



2 unconnected molecules or ions with the total composition C4H6NS at a distorted geometry, computed with ωB97M-V with the def2-TZVPD basis set.

Properties
Energy relative to the best compared isomer or geometry (same formula, charge and spin): 166.7 kJ/mol
E_tot: -608.5998 a.u.
2S+1: 1
Gap between HOMO and LUMO: 10.09 eV
Net charge: +1

XYZ file:
```
12
Properties=species:S:1:pos:R:3:nbo_charge:R:1
C -2.171 -0.599 -0.235 0.119
C 1.049 0.806 -0.035 0.410
C -1.671 -1.839 -0.010 -0.826
C 2.212 1.609 0.044 -0.782
N 0.123 0.142 -0.117 -0.486
S -2.732 0.756 -0.294 0.678
H -1.523 -2.382 -0.933 0.319
H -2.238 -2.534 0.823 0.335
H -0.716 -1.626 0.380 0.347
H 2.489 1.685 1.192 0.290
H 1.964 2.705 -0.314 0.289
H 3.215 1.275 -0.502 0.306
```